(1)
Entry from the Open Molecules 2025 dataset: C9H15NO2 in the gas phase at a distorted geometry (ωB97M-V with the def2-TZVPD basis set).

```
! wB97M-V def2-TZVPD RIJCOSX def2/J DEFGRID3
* xyz 0 1
C 3.51 0.19 0.98
C 2.45 0.06 -0.03
C 0.16 -0.58 -0.51
C -0.42 0.75 -0.83
C -2.24 0.42 0.73
C -1.54 -0.78 1.24
C -0.78 -1.53 0.16
C -1.75 -2.14 -0.91
C -1.79 2.56 -0.15
H 3.64 -0.76 1.50
H 3.19 0.92 1.74
H 4.47 0.54 0.58
H 0.58 -0.93 -1.45
H 0.17 1.48 -1.40
H -2.26 -1.37 -1.50
H -2.59 1.02 1.59
H -3.14 0.12 0.14
H -0.80 -0.39 1.97
H -2.25 -1.42 1.77
H -0.22 -2.38 0.55
H -1.17 -2.76 -1.61
H -2.48 -2.77 -0.39
H -1.30 3.27 -0.84
H -2.70 2.92 0.37
N -1.42 1.34 -0.12
O 2.61 0.35 -1.21
O 1.30 -0.43 0.43
*
```

## Properties
HOMO energy = -6.77 eV
orbital gap = 0.280 hartree


(2)
Entry from the Open Molecules 2025 dataset: a molecular structure, C9H15NO2S at a distorted geometry (ωB97M-V with the def2-TZVPD basis set).

```
! wB97M-V def2-TZVPD RIJCOSX def2/J DEFGRID3
* xyz 0 1
C 1.83 1.49 -0.30
C 0.53 1.78 0.39
C 0.06 0.37 -1.51
C 1.48 0.13 -1.02
C -1.62 0.33 0.41
C -0.17 0.45 0.11
C 0.90 -0.67 0.17
C 1.69 -0.79 1.45
C 0.51 -2.08 -0.22
N -2.34 -0.63 0.67
O -4.17 1.27 0.59
O -4.32 -0.49 -1.12
S -4.47 -0.09 0.29
H 2.21 2.23 -1.14
H 2.68 1.55 0.45
H 0.63 1.81 1.39
H -0.13 2.58 0.03
H -0.10 1.21 -2.14
H -0.28 -0.49 -1.99
H 2.31 -0.12 -1.61
H -2.21 1.32 0.31
H 1.10 -1.40 2.19
H 1.75 0.13 1.90
H 2.58 -1.22 1.15
H 0.23 -2.63 0.65
H 1.49 -2.51 -0.78
H -0.33 -2.04 -0.97
H -1.82 -1.49 0.64
*
```

## Properties
HOMO energy = -9.89 eV
orbital gap = 0.388 hartree


(3)
Entry from the Open Molecules 2025 dataset: C9H15NO5 in the gas phase at a distorted geometry (ωB97M-V with the def2-TZVPD basis set).

```
! wB97M-V def2-TZVPD RIJCOSX def2/J DEFGRID3
* xyz 0 1
O 0.88 -2.19 0.37
O -0.46 0.46 2.72
O 2.61 -1.04 1.33
O -0.88 -0.13 -2.95
O 0.88 0.97 -0.53
C 1.39 -1.14 0.75
C 0.42 0.82 1.93
N 1.32 1.77 2.38
C 3.37 -2.24 1.54
C -2.24 2.07 -1.45
C -1.91 -1.40 -1.29
C 0.61 0.14 0.58
C -1.57 1.42 -0.23
C -0.66 -0.64 -1.64
C -0.41 0.45 -0.55
H -0.18 0.53 -3.18
H 2.19 1.87 1.87
H 1.24 2.05 3.37
H 3.44 -2.78 0.60
H 2.84 -2.91 2.29
H 4.40 -1.98 1.84
H -3.02 2.73 -1.04
H -1.50 2.66 -2.02
H -2.74 1.36 -2.10
H -2.00 -2.32 -1.86
H -1.92 -1.60 -0.21
H -2.79 -0.77 -1.53
H -2.29 0.86 0.35
H -1.22 2.26 0.37
H 0.19 -1.31 -1.72
*
```

## Properties
HOMO energy = -9.85 eV
orbital gap = 0.385 hartree
SMILES = CC[C@@]1([C@@H](C)O)O[C@]1(C(N)=O)C(=O)OC


(4)
Entry from the Open Molecules 2025 dataset: a molecular structure, C9H15O5Pm at a distorted geometry (ωB97M-V with the def2-TZVPD basis set).

```
! wB97M-V def2-TZVPD RIJCOSX def2/J DEFGRID3
* xyz 1 6
C 2.81 -0.36 0.56
O 1.51 -0.20 1.10
C 1.14 1.06 1.58
C 0.00 0.81 2.53
O -0.89 -0.05 1.81
C -2.20 -0.21 2.25
C -2.85 -1.19 1.32
O -2.32 -1.51 0.28
H 2.97 0.40 -0.22
H 3.54 -0.24 1.36
H 2.83 -1.34 0.09
H 1.96 1.74 1.83
H 0.31 0.23 3.42
H -0.46 1.76 2.82
H -2.21 -0.61 3.27
H -3.91 -1.42 1.51
H -2.78 0.73 2.21
O 0.05 -2.46 -1.87
C 0.54 -1.81 -3.01
C 0.66 -0.32 -2.80
O -0.43 0.48 -3.19
C -0.68 1.58 -2.41
C -0.47 1.66 -1.09
Pm -0.22 -1.25 -0.20
H -0.09 -2.01 -3.91
H 1.57 -2.18 -3.22
H 1.61 0.21 -2.67
H -1.26 2.32 -2.99
H -1.19 2.34 -0.61
H 0.47 1.83 0.23
*
```

## Properties
HOMO energy (spin up / spin down) = -10.14 / -10.31 eV
<S²> = 8.76
orbital gap (spin up / spin down) = 0.201 / 0.208 hartree


(5)
Entry from the Open Molecules 2025 dataset: a molecular structure, C9H16AuN2PS at a distorted geometry (ωB97M-V with the def2-TZVPD basis set).

```
! wB97M-V def2-TZVPD RIJCOSX def2/J DEFGRID3
* xyz 0 3
C 2.40 -0.35 1.48
C 3.59 0.64 1.17
C 3.82 0.51 -0.23
C 2.86 -0.37 -0.74
C 1.81 -0.60 0.25
Au 1.95 1.69 0.40
P 0.01 2.36 2.26
H 2.07 -0.66 2.49
H 4.37 1.16 1.75
H 4.65 0.99 -0.78
H 0.84 -0.84 -0.21
H 2.98 -0.70 -1.76
H -0.79 3.60 1.89
H 0.62 2.82 3.48
H -1.04 1.46 2.71
S -0.77 2.24 -0.35
C -1.36 0.64 -0.79
N -1.06 -0.41 -0.01
C -2.02 -1.49 0.13
C -2.20 -2.06 -1.25
C -2.88 -0.99 -1.99
N -1.91 0.26 -2.00
H -0.44 -0.12 0.78
H -2.94 -1.09 0.59
H -1.60 -2.17 0.86
H -2.73 -2.98 -1.17
H -1.27 -2.42 -1.64
H -3.87 -0.78 -1.58
H -3.03 -1.28 -3.00
H -2.07 0.96 -2.73
*
```

## Properties
HOMO energy (spin up / spin down) = -4.40 / -7.24 eV
<S²> = 2.04
orbital gap (spin up / spin down) = 0.182 / 0.230 hartree


(6)
Entry from the Open Molecules 2025 dataset: a molecular structure, C9H16ClNaO13 at a distorted geometry (ωB97M-V with the def2-TZVPD basis set).

```
! wB97M-V def2-TZVPD RIJCOSX def2/J DEFGRID3
* xyz 0 1
Na 2.43 0.13 1.91
Cl 5.41 5.79 -0.93
O 4.78 6.71 -1.80
O 6.36 4.89 -1.64
O 6.23 6.61 -0.14
O 4.40 5.05 -0.25
C 1.17 2.13 -4.95
C -0.20 1.64 -5.55
O -0.36 0.30 -5.09
C 0.54 0.02 -4.16
O 0.71 -1.10 -3.71
O 1.40 1.07 -4.03
H 1.00 3.11 -4.51
H 1.95 2.12 -5.71
H -0.13 1.56 -6.64
H -1.04 2.27 -5.26
C 2.38 -5.87 5.46
O 1.10 -6.45 5.20
C 0.16 -5.90 4.39
O 0.33 -4.79 3.82
O -0.94 -6.67 4.23
C -1.09 -7.96 4.79
H 2.97 -5.82 4.54
H 2.98 -6.53 6.09
H 2.38 -4.94 6.01
H -0.45 -8.75 4.41
H -2.12 -8.30 4.65
H -0.80 -7.99 5.84
C -4.58 1.14 -0.99
O -4.52 2.48 -0.44
C -3.40 3.13 -0.16
O -2.34 2.60 0.15
O -3.57 4.41 -0.47
C -2.52 5.24 -0.47
H -4.51 0.98 -2.06
H -5.53 0.78 -0.58
H -3.87 0.42 -0.61
H -2.04 5.26 0.51
H -2.86 6.27 -0.59
H -1.81 4.97 -1.25
*
```

## Properties
HOMO energy = -7.15 eV
orbital gap = 0.145 hartree


(7)
Entry from the Open Molecules 2025 dataset: a molecular structure, C9H16InO4 at a distorted geometry (ωB97M-V with the def2-TZVPD basis set).

```
! wB97M-V def2-TZVPD RIJCOSX def2/J DEFGRID3
* xyz 3 1
C 1.63 1.20 -0.93
C 0.25 0.55 -1.31
C -0.04 0.91 -2.87
C -0.94 0.90 -0.36
C -1.11 2.45 -0.05
C -0.83 0.04 1.04
O -1.22 -1.31 0.89
C -0.25 -2.25 1.22
C 0.42 -2.26 2.67
O 1.47 -3.19 2.40
C 1.48 -3.59 1.03
O 1.92 -4.55 0.61
O 0.78 -2.54 0.33
H 2.01 0.80 0.05
H 1.62 2.32 -0.92
H 2.36 0.92 -1.74
H 0.40 -0.57 -1.25
H -1.07 0.53 -3.11
H 0.06 2.00 -3.06
H 0.72 0.33 -3.47
H -1.89 0.59 -0.88
H -1.55 2.56 0.98
H -1.87 2.95 -0.76
H -0.15 3.03 -0.04
H 0.22 0.18 1.40
H -1.60 0.51 1.72
H -0.86 -3.22 1.25
H -0.24 -2.48 3.55
H 1.02 -1.30 2.79
In -2.76 4.47 -1.17
*
```

## Properties
HOMO energy = -21.06 eV
orbital gap = 0.131 hartree


(8)
Entry from the Open Molecules 2025 dataset: a gas-phase ion, C9H16N2 (charge +2) at a distorted geometry (ωB97M-V with the def2-TZVPD basis set).

```
! wB97M-V def2-TZVPD RIJCOSX def2/J DEFGRID3
* xyz 2 1
C -1.30 1.31 0.21
C -0.68 0.25 0.88
C -1.69 2.48 0.67
C -1.54 0.70 -1.20
C -1.09 -0.81 -1.37
C 1.46 -0.59 -0.80
C 1.63 0.74 -0.06
C 0.15 -1.32 -0.52
C -0.77 -2.14 1.53
N -0.35 -0.98 0.82
N 2.73 0.91 0.89
H -2.20 3.16 -0.06
H -1.34 3.14 1.51
H -2.59 0.92 -1.56
H -1.06 1.39 -1.81
H -1.87 -1.43 -1.09
H -1.03 -0.91 -2.43
H 1.82 -0.48 -1.90
H 2.29 -1.26 -0.49
H 1.29 1.66 -0.52
H 0.19 -2.37 -0.71
H 0.12 -2.64 1.88
H -1.27 -2.75 0.74
H -1.56 -1.96 2.25
H 2.90 2.00 0.83
H 3.44 0.34 0.57
H 2.31 0.65 1.76
*
```

## Properties
HOMO energy (spin up / spin down) = -16.34 / -17.36 eV
orbital gap (spin up / spin down) = 0.257 / 0.322 hartree


We obtain E_tot values of -15159.6721, -25993.5212, -21302.7991, -36355.0650, -36381.2383, -53137.5459, -22915.9368, -12549.0780 eV for the records listed above, in that order.